DFT (wB97M-V/def2-TZVPD) results for an isolated molecule of C3H8N2O at a distorted geometry.

Each line ends with the Mulliken charge.
Geometry (Å):
1 O 1.079 0.308 -1.294  -0.2994
2 N -0.522 0.412 2.012  -0.4278
3 N -1.610 -0.391 2.032  -0.3184
4 C 0.089 -0.250 -0.378  -0.3385
5 C 0.187 0.458 0.962  -0.0359
6 C 0.914 -0.177 -2.697  -0.7172
7 H 1.800 0.219 -3.332  0.2498
8 H 0.766 -1.239 -2.921  0.3007
9 H 0.086 0.304 -3.225  0.3052
10 H -0.981 -0.196 -0.736  0.2650
11 H 0.230 -1.416 -0.345  0.2685
12 H -2.015 -0.409 2.929  0.2021
13 H 1.165 0.988 1.138  0.3330
14 H -1.898 -1.052 1.218  0.2129

Cartesian forces, eV/Å:
-1.478 -1.485 -1.185
-0.422 -0.904 -0.585
-0.317 -0.922 -2.530
-0.544 -1.645 -0.604
2.752 0.445 -0.209
1.230 1.866 -0.539
-1.061 -0.863 1.576
0.413 -0.117 0.987
-0.425 0.260 0.620
0.905 0.488 -0.190
0.116 1.857 0.381
-0.776 -0.449 0.530
-1.182 -0.217 -0.573
0.790 1.685 2.322

Values from the calculation:
**SMILES**: COC/C=N\N
**Spin multiplicity**: 1
**Energy relative to the best compared isomer or geometry (same formula, charge and spin)**: 3.7529 eV
**Orbital gap**: 9.52 eV
**E_LUMO**: 0.8996 eV
**HOMO**: -8.620 eV

DFT (wB97M-V/def2-TZVPD) results for an isolated molecule of C3H8N2O at a distorted geometry.

Each line ends with the Mulliken charge.
Geometry (Å):
1 O -0.755 -1.014 1.388  -0.6384
2 N 1.461 -0.921 -0.873  -0.7075
3 N 0.340 0.771 0.371  -0.2552
4 C -0.797 0.078 0.673  0.6827
5 C -1.880 0.577 -0.154  -1.0339
6 C 1.420 -0.080 0.288  -0.6453
7 H -2.832 0.733 0.346  0.3255
8 H 1.465 -0.683 1.180  0.4278
9 H 2.256 0.592 0.371  0.4312
10 H 0.285 1.586 -0.231  0.2759
11 H -2.001 0.013 -1.072  0.2656
12 H 0.542 -1.514 -0.851  0.2882
13 H 2.102 -1.657 -0.867  0.2454
14 H -1.606 1.519 -0.569  0.3380

Cartesian forces, eV/Å:
-0.731 4.602 -2.885
-4.272 -0.441 -1.455
-1.692 -0.155 0.497
0.821 -4.017 1.937
-2.286 0.633 -0.095
3.669 -0.352 1.381
-0.153 -0.453 0.009
-0.189 -0.012 0.574
1.083 -0.172 -0.537
0.011 -0.562 0.075
-0.129 -0.789 0.189
1.864 1.544 -0.120
1.839 -0.894 0.466
0.164 1.068 -0.035

Values from the calculation:
**SMILES**: CC(=O)NCN
**Spin multiplicity**: 1
**Energy relative to the best compared isomer or geometry (same formula, charge and spin)**: 1.7676 eV
**Orbital gap**: 10.37 eV
**E_LUMO**: 0.8683 eV
**HOMO**: -9.502 eV

DFT (wB97M-V/def2-TZVPD) results for a structure of composition C3H8N2O at a distorted geometry.

Each line ends with the Mulliken charge.
Geometry (Å):
1 O 0.131 -0.520 -0.671  -0.3221
2 N 2.082 1.294 -0.149  -0.6609
3 N 1.334 -0.989 -0.026  -0.2776
4 C -1.924 0.713 -0.095  -0.8879
5 C 2.308 0.051 0.072  -0.0223
6 C -1.006 -0.668 0.210  -0.1669
7 H 0.964 1.255 -0.285  0.4162
8 H 3.305 -0.334 0.527  0.2928
9 H -0.615 -0.478 1.296  0.2528
10 H -2.150 0.904 -1.338  0.2239
11 H 1.590 -1.862 -0.567  0.2604
12 H -1.572 -1.705 0.074  0.2854
13 H -1.585 1.899 0.520  0.2516
14 H -2.865 0.441 0.433  0.3546

Cartesian forces, eV/Å:
0.379 -0.801 0.858
-2.867 -1.867 0.679
-0.488 -0.957 -0.994
-0.003 0.761 -0.470
0.949 0.137 0.356
-0.213 2.573 0.799
2.961 0.687 -0.348
-1.598 0.586 -1.218
-0.877 -0.934 -1.870
0.796 -0.572 3.877
0.127 1.581 0.968
1.105 2.388 0.213
-0.512 -4.108 -2.164
0.240 0.524 -0.685

Values from the calculation:
**Spin multiplicity**: 1
**Energy relative to the best compared isomer or geometry (same formula, charge and spin)**: 5.6674 eV
**Orbital gap**: 10.44 eV
**E_LUMO**: 0.9199 eV
**HOMO**: -9.521 eV

DFT (wB97M-V/def2-TZVPD) results for an isolated molecule of C3H8N2O at a distorted geometry.

Each line ends with the Mulliken charge.
Geometry (Å):
1 O -1.313 0.332 -0.751  -0.6697
2 N 0.682 -0.482 -0.021  -0.2047
3 N 0.856 1.843 0.325  -0.5679
4 C 1.558 0.658 -0.206  -0.4620
5 C -0.616 -0.490 -0.155  0.7547
6 C -1.323 -1.771 0.478  -1.1826
7 H -0.745 -2.620 0.039  0.3079
8 H 1.060 -1.208 0.578  0.2452
9 H 2.464 0.521 0.397  0.3077
10 H -0.126 1.804 0.180  0.2868
11 H -1.223 -1.762 1.525  0.3375
12 H -2.390 -1.905 0.387  0.3203
13 H 1.137 2.125 1.323  0.2411
14 H 1.848 0.481 -1.246  0.2858

Cartesian forces, eV/Å:
0.995 0.063 0.368
2.187 -1.718 1.671
2.707 0.803 0.871
-0.989 0.352 1.104
-4.641 -1.194 -0.328
1.768 0.210 -1.534
-0.755 0.234 0.559
-0.278 0.077 -0.203
-0.229 -0.152 -0.169
-0.691 0.053 -0.141
0.791 -0.025 1.525
-0.193 0.431 -1.040
-0.673 -0.963 -2.388
0.002 1.829 -0.295

Values from the calculation:
**SMILES**: CC(=O)NCN
**Spin multiplicity**: 1
**Energy relative to the best compared isomer or geometry (same formula, charge and spin)**: 1.4598 eV
**Orbital gap**: 10.04 eV
**E_LUMO**: 0.7131 eV
**HOMO**: -9.327 eV

DFT (wB97M-V/def2-TZVPD) results for an isolated molecule of C3H8N2O at a distorted geometry.

Each line ends with the Mulliken charge.
Geometry (Å):
1 O -2.887 0.112 1.475  -0.5559
2 N -1.328 -0.402 -0.267  -0.1541
3 N 1.667 0.676 0.559  -0.5853
4 C 1.181 -0.435 -0.291  -0.5005
5 C -0.096 -0.108 -1.052  -0.5615
6 C -1.810 0.254 0.866  0.0406
7 H -0.054 1.023 -1.183  0.2930
8 H -0.230 -0.617 -2.019  0.3716
9 H -1.910 -0.960 -0.843  0.2068
10 H 2.685 0.609 0.666  0.2035
11 H 0.880 -1.267 0.344  0.2622
12 H 1.231 0.730 1.457  0.2086
13 H 1.932 -0.752 -0.934  0.4898
14 H -1.261 1.135 1.222  0.2811

Cartesian forces, eV/Å:
1.960 -0.883 -1.779
0.406 0.610 0.725
0.793 -0.128 -1.351
-1.713 0.223 2.039
-0.488 2.611 0.906
-2.032 0.538 0.046
-0.073 -1.269 -0.439
0.320 0.214 0.461
-1.207 -0.577 0.462
-0.734 0.092 0.150
0.358 -0.494 -0.003
-0.149 -0.196 0.402
1.495 -0.425 -1.212
1.065 -0.318 -0.406

Values from the calculation:
**SMILES**: NCCNC=O
**Spin multiplicity**: 1
**Energy relative to the best compared isomer or geometry (same formula, charge and spin)**: 1.5676 eV
**Orbital gap**: 10.50 eV
**E_LUMO**: 0.8916 eV
**HOMO**: -9.613 eV

DFT (wB97M-V/def2-TZVPD) results for an isolated molecule of C3H8N2O at a distorted geometry.

Each line ends with the Mulliken charge.
Geometry (Å):
1 O -1.115 1.147 -0.827  -0.5869
2 N 2.312 0.061 1.601  -0.6395
3 N -1.913 -0.835 -1.157  -0.3587
4 C 1.114 0.489 0.684  -0.3668
5 C -0.903 -0.046 -0.619  0.4676
6 C 0.311 -0.661 0.007  -0.3168
7 H 2.155 -0.760 2.347  0.2214
8 H 0.368 1.143 1.298  0.2263
9 H 2.635 0.748 2.282  0.2339
10 H -1.774 -1.755 -1.501  0.1664
11 H 1.545 1.187 -0.091  0.2456
12 H -2.830 -0.585 -1.250  0.1949
13 H 0.822 -1.133 -0.867  0.2316
14 H 0.081 -1.295 0.866  0.2810

Cartesian forces, eV/Å:
1.352 -0.308 1.484
-1.120 -2.451 1.099
2.906 -2.357 0.730
0.747 1.568 1.596
-2.918 1.721 -2.032
1.002 1.196 0.514
-0.378 1.941 -2.690
1.126 -1.248 -1.136
-0.470 0.669 -0.854
0.536 -0.854 0.287
-0.367 -0.826 0.880
-2.206 1.768 -0.257
0.074 -0.121 1.114
-0.285 -0.698 -0.735

Values from the calculation:
**SMILES**: NCCC(N)=O
**Spin multiplicity**: 1
**Energy relative to the best compared isomer or geometry (same formula, charge and spin)**: 1.8439 eV
**Orbital gap**: 10.14 eV
**E_LUMO**: 0.9157 eV
**HOMO**: -9.224 eV

DFT (wB97M-V/def2-TZVPD) results for an isolated molecule of C3H8N2O.

Each line ends with the Mulliken charge.
Geometry (Å):
1 O -1.775 -0.002 0.914  -0.6134
2 N 0.646 1.029 1.536  -0.6393
3 N 1.568 0.368 -0.592  -0.5544
4 C -1.127 -0.946 -1.198  -1.3126
5 C 0.462 0.344 0.292  0.6479
6 C -0.739 -0.171 0.023  0.2330
7 H -0.260 -1.394 -1.682  0.3519
8 H 2.404 -0.033 -0.183  0.1940
9 H 1.185 0.464 2.188  0.2196
10 H -1.442 0.568 1.617  0.3559
11 H -1.638 -0.304 -1.921  0.2515
12 H 1.161 1.882 1.381  0.2809
13 H -1.817 -1.738 -0.895  0.3643
14 H 1.371 -0.067 -1.482  0.2208

Cartesian forces, eV/Å:
-0.192 -0.239 -0.500
0.043 -0.337 0.003
0.012 0.096 -0.112
-0.074 0.135 0.345
0.014 -0.041 0.093
0.002 -0.009 0.171
-0.040 -0.036 0.009
-0.064 -0.054 -0.053
-0.110 0.082 -0.030
0.195 0.173 0.176
-0.024 -0.065 0.016
0.072 0.227 -0.011
0.081 0.045 -0.139
0.083 0.022 0.031

Values from the calculation:
**SMILES**: CC(O)=C(N)N
**Spin multiplicity**: 1
**Energy relative to the best compared isomer or geometry (same formula, charge and spin)**: 1.2386 eV
**Orbital gap**: 8.40 eV
**E_LUMO**: 0.8679 eV
**HOMO**: -7.536 eV

DFT (wB97M-V/def2-TZVPD) results for a cluster of 2 separate species, C3H8N2O in total at a distorted geometry.

Each line ends with the Mulliken charge.
Geometry (Å):
1 O 1.086 1.572 2.535  -0.4538
2 N -1.521 -0.928 -4.822  -0.6343
3 N -0.584 -1.596 -2.748  -0.5645
4 C 1.126 1.915 3.689  0.1209
5 C 1.294 0.956 4.842  -0.7909
6 C -1.502 -1.693 -3.813  0.0673
7 H -2.101 -2.609 -3.753  0.3368
8 H -1.841 -1.440 -5.638  0.2385
9 H -0.051 -0.740 -2.862  0.3023
10 H 2.238 1.230 5.317  0.2515
11 H 0.761 2.938 3.897  0.3306
12 H 1.394 0.012 4.303  0.2625
13 H 0.455 0.959 5.529  0.2790
14 H 0.040 -2.386 -2.865  0.2542

Cartesian forces, eV/Å:
0.689 -0.216 -0.062
1.089 -0.072 0.245
-0.752 0.773 -0.118
-2.112 0.194 -0.044
0.906 0.146 -1.395
0.639 -0.900 -0.676
0.172 -0.100 -0.044
-1.259 0.433 0.160
0.125 -0.059 0.013
-0.135 -0.250 0.425
0.589 0.242 0.377
0.059 -0.291 0.616
0.007 0.175 0.082
-0.017 -0.074 0.421

Values from the calculation:
**SMILES**: [H]/N=C/N.CC=O
**Spin multiplicity**: 1
**Energy relative to the best compared isomer or geometry (same formula, charge and spin)**: 2.3721 eV
**Orbital gap**: 10.44 eV
**E_LUMO**: 1.0714 eV
**HOMO**: -9.370 eV

DFT (wB97M-V/def2-TZVPD) results for an isolated molecule of C3H8N2O at a distorted geometry.

Each line ends with the Mulliken charge.
Geometry (Å):
1 O 1.709 -1.271 -0.191  -0.4924
2 N -0.289 0.836 0.741  -0.3888
3 N -0.959 -0.385 0.730  -0.2521
4 C 1.144 0.988 -0.372  -0.5708
5 C 1.947 -0.115 0.047  0.1796
6 C -1.793 -0.710 -0.451  -0.7949
7 H -2.244 -1.663 -0.197  0.3610
8 H 2.833 0.233 0.671  0.2654
9 H -0.574 -1.360 0.836  0.2670
10 H -0.094 1.178 1.699  0.2542
11 H 1.442 1.960 -0.268  0.3888
12 H -1.238 -0.836 -1.388  0.2700
13 H -2.522 0.099 -0.511  0.2664
14 H 0.638 1.047 -1.346  0.2466

Cartesian forces, eV/Å:
-0.057 -0.503 -0.026
1.289 -0.594 -1.748
-0.274 -1.397 -0.479
-4.905 -0.856 0.302
1.604 0.380 0.526
0.217 1.534 0.607
-0.351 0.001 -0.113
-0.544 -0.745 -0.158
1.423 1.928 0.990
0.296 -0.852 -0.915
1.378 2.323 1.146
0.056 0.198 0.089
-0.241 -0.303 -0.497
0.108 -1.114 0.277

Values from the calculation:
**SMILES**: CNNCC=O
**Spin multiplicity**: 1
**Energy relative to the best compared isomer or geometry (same formula, charge and spin)**: 4.3318 eV
**Orbital gap**: 9.25 eV
**E_LUMO**: 0.6351 eV
**HOMO**: -8.620 eV

DFT (wB97M-V/def2-TZVPD) results for a cluster of 2 separate species, C3H8N2O in total at a distorted geometry.

Each line ends with the Mulliken charge.
Geometry (Å):
1 O 0.668 1.562 -0.480  -0.6317
2 N 2.074 -0.229 -0.405  -0.3383
3 N -1.001 0.427 1.260  -0.5002
4 C -1.771 -0.540 0.453  -0.1426
5 C 1.160 0.550 -1.016  0.0978
6 C -1.366 -1.800 0.198  -0.6669
7 H 2.762 -0.670 -1.133  0.2547
8 H -2.494 -0.171 -0.267  0.2860
9 H -0.762 1.245 0.795  0.2281
10 H 1.119 0.357 -2.091  0.3461
11 H 2.206 -0.134 0.573  0.2460
12 H -2.082 -2.492 0.028  0.3073
13 H -0.351 -2.033 0.034  0.2879
14 H -1.402 0.758 2.108  0.2257

Cartesian forces, eV/Å:
0.350 -2.072 -1.500
1.039 -1.629 -3.402
-0.135 -2.583 -0.700
1.362 1.103 0.360
0.593 3.296 1.237
1.097 2.943 0.883
-1.680 0.762 2.755
-1.408 0.184 1.041
0.535 1.504 -1.457
-0.593 -0.128 -0.194
0.561 0.045 0.661
-2.114 -2.051 -1.794
1.283 -0.694 1.400
-0.890 -0.679 0.709

Values from the calculation:
**SMILES**: C=CN.NC=O
**Spin multiplicity**: 1
**Energy relative to the best compared isomer or geometry (same formula, charge and spin)**: 3.4259 eV
**Orbital gap**: 9.30 eV
**E_LUMO**: 0.8597 eV
**HOMO**: -8.438 eV

DFT (wB97M-V/def2-TZVPD) results for a structure of composition C3H8N2O at a distorted geometry.

Each line ends with the Mulliken charge.
Geometry (Å):
1 O 2.084 -1.011 0.051  -0.5739
2 N -0.350 1.815 -0.078  -0.7656
3 N -0.621 -0.543 0.146  -0.2349
4 C 1.709 0.293 0.115  -0.5388
5 C 0.110 0.648 0.087  0.6694
6 C -2.143 -0.695 0.011  -0.7158
7 H 1.978 0.718 1.081  0.3067
8 H -2.439 0.505 -0.312  0.2652
9 H -2.681 -0.994 1.217  0.2244
10 H 0.005 -1.314 0.320  0.2361
11 H 2.166 0.896 -0.645  0.3474
12 H 0.330 2.576 0.050  0.2036
13 H 2.138 -1.219 -0.940  0.3346
14 H -2.285 -1.674 -1.102  0.2416

Cartesian forces, eV/Å:
0.269 -1.979 -2.566
-0.394 0.354 0.671
-1.142 1.149 -0.113
-2.453 2.702 1.334
1.102 -2.140 -0.736
0.898 0.714 -0.319
0.465 -0.160 0.111
0.368 -3.866 0.799
1.547 0.660 -4.241
-0.537 -0.373 -0.064
0.186 0.428 -0.503
-0.128 -0.694 -0.445
-0.072 0.044 2.253
-0.109 3.162 3.820

Values from the calculation:
**Spin multiplicity**: 1
**Energy relative to the best compared isomer or geometry (same formula, charge and spin)**: 4.6162 eV
**Orbital gap**: 9.27 eV
**E_LUMO**: 0.5795 eV
**HOMO**: -8.687 eV

DFT (wB97M-V/def2-TZVPD) results for an isolated molecule of C3H8N2O.

Each line ends with the Mulliken charge.
Geometry (Å):
1 O 1.380 0.033 -1.686  -0.5781
2 N 1.744 -0.699 0.452  -0.2814
3 N -0.477 -0.192 -0.221  0.0575
4 C -1.015 1.095 -0.744  -1.0243
5 C 1.011 -0.259 -0.572  0.5093
6 C -1.046 -0.491 1.153  -0.9863
7 H -0.551 -1.412 1.493  0.2458
8 H -0.705 1.235 -1.780  0.3540
9 H -2.096 1.048 -0.628  0.4255
10 H -0.759 0.348 1.802  0.2149
11 H 1.281 -0.869 1.337  0.1992
12 H -0.615 1.902 -0.126  0.3410
13 H 2.736 -0.819 0.326  0.2440
14 H -0.888 -0.919 -0.807  0.2789

Cartesian forces, eV/Å:
-0.196 -0.184 0.450
-0.043 0.083 -0.076
-0.032 -0.044 -0.243
-0.037 0.134 0.004
0.137 0.015 -0.120
0.301 -0.026 0.133
-0.198 0.053 -0.014
-0.081 -0.037 0.170
0.153 0.038 -0.039
0.082 -0.061 -0.089
0.036 0.058 -0.108
-0.065 -0.129 -0.033
-0.154 0.057 0.042
0.097 0.044 -0.077

Values from the calculation:
**Spin multiplicity**: 1
**Energy relative to the best compared isomer or geometry (same formula, charge and spin)**: 3.3022 eV
**Orbital gap**: 7.58 eV
**E_LUMO**: 0.6799 eV
**HOMO**: -6.902 eV

Asked for E_tot across the records above, the calculation gives -8265.573; -8267.558; -8263.659; -8267.866; -8267.758; -8267.482; -8268.087; -8266.954; -8264.994; -8265.900; -8264.710; -8266.024 eV in order.